Formula: C39H60CaN2O8P2Si2
Source: the Open Molecules 2025 dataset
Level of theory: ωB97M-V/def2-TZVPD

```
! wB97M-V def2-TZVPD RIJCOSX def2/J DEFGRID3
* xyz -2 1
Ca -1.193 -0.369 -0.677
O -2.288 -2.367 -0.185
C -3.480 -2.779 -0.192
C -3.929 -3.772 0.743
C -5.218 -4.234 0.757
C -6.175 -3.776 -0.162
C -5.777 -2.834 -1.087
C -4.476 -2.319 -1.125
C -4.180 -1.375 -2.180
N -3.115 -0.695 -2.342
C -2.985 0.075 -3.553
C -1.718 -0.382 -4.273
N -0.553 0.033 -3.515
C 0.260 0.792 -4.120
C 1.479 1.420 -3.582
C 2.121 2.317 -4.444
C 3.231 3.047 -4.059
C 3.695 2.896 -2.758
C 3.086 2.009 -1.889
C 1.984 1.222 -2.275
O 1.428 0.383 -1.427
H -3.197 -4.122 1.461
H -5.506 -4.970 1.503
H -7.194 -4.141 -0.136
H -6.492 -2.457 -1.813
H -4.989 -1.277 -2.927
H -2.882 1.133 -3.291
H -3.859 -0.041 -4.217
H -1.684 0.001 -5.308
H -1.715 -1.477 -4.304
H 0.078 1.077 -5.171
H 1.712 2.451 -5.440
H 3.699 3.743 -4.744
H 4.533 3.490 -2.410
H 3.430 1.941 -0.866
C 4.543 -0.734 -3.769
C 4.206 -1.642 -2.597
C 5.115 -1.397 -1.409
O 2.814 -1.488 -2.332
P 1.948 -1.390 -0.971
O 0.514 -1.791 -1.130
C 2.673 -0.557 0.525
P 1.446 -0.281 1.815
O 0.048 -0.277 1.384
O 1.644 -1.409 2.934
C 2.917 -1.650 3.555
C 2.702 -1.597 5.057
C 3.435 -2.996 3.086
O 1.950 1.072 2.482
C 1.099 1.655 3.534
C 2.039 2.370 4.480
C 0.067 2.559 2.911
O 2.558 -2.842 -0.301
C 1.995 -4.081 -0.717
C 3.128 -5.100 -0.724
C 0.863 -4.473 0.216
H 5.548 -0.960 -4.134
H 4.500 0.317 -3.481
H 3.832 -0.893 -4.578
H 4.335 -2.683 -2.925
H 5.140 -0.335 -1.152
H 6.129 -1.702 -1.678
H 4.798 -1.977 -0.545
H 3.059 0.424 0.279
H 3.462 -1.185 0.935
H 3.611 -0.853 3.264
H 1.941 -2.323 5.344
H 2.365 -0.607 5.366
H 3.629 -1.833 5.584
H 2.812 -3.796 3.490
H 4.461 -3.145 3.432
H 3.410 -3.069 1.998
H 0.607 0.822 4.047
H 2.533 3.198 3.970
H 2.805 1.695 4.868
H 1.472 2.775 5.320
H 0.538 3.404 2.409
H -0.614 2.937 3.676
H -0.539 2.019 2.186
H 1.597 -3.967 -1.731
H 3.575 -5.167 0.272
H 3.907 -4.801 -1.427
H 2.767 -6.093 -1.002
H 1.229 -4.511 1.246
H 0.478 -5.463 -0.046
H 0.047 -3.754 0.153
C -2.124 3.705 -2.304
Si -1.400 2.725 -0.779
C 0.258 3.755 -0.628
C -2.485 3.518 0.635
C -2.487 4.909 0.798
C -3.229 5.550 1.777
C -4.009 4.787 2.636
C -4.026 3.410 2.485
C -3.286 2.738 1.503
Si -3.402 0.771 1.374
C -5.329 0.577 1.611
C -2.888 0.357 3.216
H -1.964 4.787 -2.215
H -3.201 3.535 -2.400
H -1.652 3.376 -3.237
H 0.123 4.769 -0.230
H 0.681 3.851 -1.635
H 1.013 3.251 -0.020
H -1.883 5.520 0.132
H -3.203 6.633 1.869
H -4.601 5.263 3.413
H -4.643 2.824 3.163
H -5.683 0.892 2.601
H -5.612 -0.472 1.473
H -5.869 1.161 0.859
H -3.364 1.020 3.950
H -1.805 0.392 3.362
H -3.202 -0.671 3.434
*
```

---

Formula: C9H36N18O9
Source: the Open Molecules 2025 dataset
Level of theory: ωB97M-V/def2-TZVPD

Values from the calculation:
SMILES	NC(N)=O.NC(N)=O.NC(N)=O.NC(N)=O.NC(N)=O.NC(N)=O.NC(N)=O.NC(N)=O.NC(N)=O

```
! wB97M-V def2-TZVPD RIJCOSX def2/J DEFGRID3
* xyz 0 1
N -3.110 2.292 2.550
C -2.546 2.756 1.394
N -1.270 3.175 1.571
O -3.079 2.639 0.301
H -4.048 1.961 2.409
H -2.784 2.703 3.406
H -0.684 3.509 0.818
H -0.742 3.017 2.411
N -0.076 -2.933 -4.844
C 0.936 -2.099 -4.522
N 2.044 -2.219 -5.348
O 0.802 -1.128 -3.797
H -0.923 -2.837 -4.308
H -0.055 -3.747 -5.427
H 2.893 -1.810 -4.997
H 2.156 -3.013 -5.954
N 1.560 2.802 -3.499
C 0.593 2.812 -4.472
N 0.204 1.530 -4.808
O 0.408 3.743 -5.247
H 1.779 3.717 -3.139
H 1.766 1.938 -3.038
H -0.451 1.394 -5.552
H 0.591 0.759 -4.282
N -3.188 -1.189 1.059
C -3.580 -1.594 2.313
N -4.848 -1.251 2.639
O -2.911 -2.332 3.017
H -3.746 -0.489 0.597
H -2.207 -1.174 0.826
H -5.181 -1.706 3.472
H -5.501 -0.744 2.074
N 3.182 -3.274 -2.303
C 4.192 -3.284 -1.376
N 4.861 -4.483 -1.358
O 4.460 -2.360 -0.641
H 2.507 -2.536 -2.225
H 2.998 -4.124 -2.798
H 5.587 -4.693 -0.701
H 4.553 -5.249 -1.928
N -0.981 0.424 6.676
C -1.860 0.007 5.727
N -1.408 0.022 4.445
O -2.978 -0.385 6.017
H -0.006 0.586 6.508
H -1.306 0.635 7.601
H -2.080 -0.419 3.828
H -0.750 0.649 4.024
N 2.222 -3.797 2.024
C 1.832 -2.660 2.670
N 2.540 -2.472 3.832
O 0.983 -1.878 2.291
H 3.080 -4.246 2.274
H 1.558 -4.119 1.345
H 2.455 -1.610 4.336
H 3.218 -3.136 4.156
N -0.475 0.138 0.903
C 0.335 0.480 -0.134
N 1.250 -0.474 -0.441
O 0.303 1.568 -0.693
H -1.139 0.843 1.169
H -0.145 -0.603 1.508
H 1.485 -1.174 0.244
H 1.863 -0.280 -1.209
N -0.940 4.037 -1.495
C -0.301 5.252 -1.654
N -1.213 6.272 -1.684
O 0.876 5.378 -1.931
H -0.485 3.135 -1.555
H -1.925 4.046 -1.693
H -2.172 6.083 -1.462
H -0.975 7.215 -1.924
*
```

---

Formula: C5H9N3Se
Source: the Open Molecules 2025 dataset
Level of theory: ωB97M-V/def2-TZVPD

Values from the calculation:
SMILES	C[Se]c1nnc(C)n1C

```
! wB97M-V def2-TZVPD RIJCOSX def2/J DEFGRID3
* xyz 0 1
C -0.044 -2.806 2.219
Se 0.686 -2.494 0.473
C -0.022 -0.866 0.123
N -1.503 -0.378 0.803
N -1.629 0.813 0.400
C -0.694 1.210 -0.400
C -0.699 2.521 -0.998
N 0.301 0.194 -0.581
C 1.387 0.382 -1.527
H -1.037 -2.440 2.317
H -0.019 -3.895 2.559
H 0.555 -2.355 2.930
H -0.785 2.605 -2.019
H -1.517 2.953 -0.486
H 0.243 3.128 -0.722
H 1.151 -0.087 -2.438
H 1.310 1.509 -1.604
H 2.318 0.004 -1.050
*
```

---

Formula: C23H25N5O3
Source: the Open Molecules 2025 dataset
Level of theory: ωB97M-V/def2-TZVPD

Values from the calculation:
SMILES	CCc1nn([C@@H](C)C(=O)N2CCN(c3ccccc3)CC2)c(=O)c2cc3occc3n12

```
! wB97M-V def2-TZVPD RIJCOSX def2/J DEFGRID3
* xyz 0 1
C 3.080 0.243 -4.789
C 3.693 0.937 -3.571
C 3.190 0.315 -2.310
N 2.262 0.890 -1.650
N 1.759 0.336 -0.538
C 0.604 0.987 0.067
C 0.456 2.420 -0.419
C -0.626 0.169 -0.372
O -0.837 -0.002 -1.560
N -1.430 -0.326 0.586
C -1.185 -0.232 2.016
C -2.345 -0.895 2.765
N -3.613 -0.398 2.295
C -4.267 0.656 2.905
C -5.554 1.006 2.475
C -6.254 2.030 3.080
C -5.703 2.735 4.136
C -4.437 2.396 4.577
C -3.724 1.378 3.973
C -3.842 -0.645 0.880
C -2.566 -1.133 0.190
C 2.141 -0.882 -0.018
O 1.603 -1.337 0.981
C 3.217 -1.513 -0.748
C 3.877 -2.707 -0.515
C 4.807 -2.814 -1.556
O 5.769 -3.642 -2.002
C 6.265 -3.055 -3.120
C 5.659 -1.870 -3.419
C 4.694 -1.696 -2.396
N 3.714 -0.894 -1.900
H 3.342 -0.812 -4.809
H 1.997 0.329 -4.756
H 3.440 0.707 -5.704
H 3.405 1.988 -3.564
H 4.782 0.866 -3.603
H 0.757 0.948 1.147
H 0.246 2.419 -1.485
H 1.372 2.976 -0.240
H -0.365 2.898 0.109
H -0.240 -0.728 2.266
H -1.138 0.823 2.310
H -2.248 -0.722 3.835
H -2.320 -1.978 2.610
H -6.019 0.455 1.673
H -7.245 2.274 2.725
H -6.253 3.535 4.609
H -3.988 2.936 5.398
H -2.732 1.163 4.340
H -4.170 0.284 0.402
H -4.628 -1.400 0.742
H -2.371 -2.185 0.423
H -2.669 -1.038 -0.893
H 3.691 -3.376 0.298
H 7.054 -3.577 -3.624
H 5.886 -1.238 -4.252
*
```

---

ΔE to the lowest compared entry with this formula, charge and spin, record by record: 33.7 41.1 0.0 59.1 kcal per mole
Strongest force on any atom, record by record: 0.9 3.5 6.6 1.7 eV Å⁻¹